(1)
95
Properties=species:S:1:pos:R:3 method="wB97M-V/def2-TZVPD" homo_energy_ev=-10.3 e_above_lowest_kj_mol=173.7 e_tot_ev=-151972.951 lumo_energy_ev=-2.83 fmax_ev_per_a=0.578 total_charge=+1 homo_lumo_gap_ev=7.464
Ta 0.43036 1.10304 -1.70075
Br 3.24162 -1.74927 -7.20407
S -0.02184 -1.43988 -0.72977
S -2.19943 1.86159 -0.03994
F -0.19686 2.70778 -2.44341
O -1.37420 -2.00834 -0.68192
O -1.48344 0.80142 -0.91802
N 1.72741 1.56753 -0.59759
C 1.37472 0.29937 -3.43239
C -1.65147 -0.10716 1.86470
C 3.12951 3.61397 2.10463
C 0.55074 1.91027 4.74267
C 3.16919 0.11481 -5.06242
C -0.15107 -0.19107 1.71928
C 1.89139 -1.43656 1.24578
C -2.49995 0.89072 1.43948
C 3.30413 -5.38380 -3.86268
C 4.42013 3.11868 2.18034
C -3.80740 1.88458 -0.74220
C -7.64334 2.02269 -2.59735
C 1.89912 1.58342 5.00205
C 4.82268 2.12275 1.30679
C 2.46981 -0.89696 -5.70550
C 1.06699 -2.63611 -1.46758
C 2.51047 -0.90466 2.33613
C 2.53129 -4.42747 -3.00252
C -3.39422 -0.75259 3.49449
C -4.49232 0.69295 -0.96656
C -1.88814 -2.96764 4.25604
C 2.62081 0.70137 -3.93297
C 1.86947 0.07569 3.11793
C -5.58808 3.15196 -1.69713
C 2.53882 0.68145 4.20908
C 2.63994 2.08521 0.31543
C -5.73431 0.75460 -1.56163
C 0.58494 -1.03547 0.90556
C 1.23520 -4.73339 -2.59418
C -0.12301 1.33412 3.70632
C -2.14624 -0.99738 2.87444
C -3.72417 1.16881 2.08952
C -3.13215 -2.71753 4.87177
C -4.14493 0.38442 3.11613
C -4.33265 3.11318 -1.11017
C 4.44067 0.53546 -0.58318
C 2.22821 3.11680 1.17374
C 1.21937 -1.30009 -5.26694
C 0.52210 0.41040 2.83567
C 3.95297 1.59672 0.35962
C 0.83652 3.66735 1.09013
C 2.35477 -2.30136 -1.86547
C -3.86546 -1.63061 4.49969
C -6.30065 1.98037 -1.93037
C 0.49261 -3.84445 -1.83367
C 0.68569 -0.69353 -4.14124
C 3.08065 -3.20474 -2.61934
C -1.40180 -2.12806 3.29702
H -0.52228 -4.06740 -1.53733
H 4.33783 -5.06700 -3.98029
H -4.82049 -1.42080 4.96282
H -6.28416 -0.15887 -1.74534
H 3.18330 1.48012 -3.43302
H 3.56972 0.41199 4.39507
H 4.13406 0.42765 -5.43662
H -4.04872 -0.25315 -0.68565
H 4.08237 -2.94698 -2.93615
H 3.92903 0.58360 -1.54283
H -8.28083 1.20944 -2.25542
H -5.07167 0.60349 3.62852
H -7.52633 1.91812 -3.67740
H 0.53622 3.86167 0.05903
H -8.15063 2.96672 -2.40954
H -1.15647 1.60161 3.54351
H 3.50528 -1.23184 2.60901
H -0.28984 -1.03882 -3.80194
H -6.01471 4.10387 -1.98234
H -0.44612 -2.34321 2.84192
H 2.41486 2.04840 5.83041
H 2.77954 -1.33844 -1.61904
H 5.84038 1.75401 1.34282
H 5.50958 0.64536 -0.76041
H -4.33511 1.99590 1.75475
H 3.29639 -6.38593 -3.43521
H 5.11675 3.52208 2.90230
H 0.04401 2.62440 5.37745
H 2.85804 -5.44829 -4.85594
H 0.12371 2.96032 1.52288
H 0.79435 -5.67801 -2.88437
H 2.81526 4.41114 2.76513
H -3.49768 -3.38747 5.63692
H 2.39837 -2.17617 0.64665
H -3.77121 4.02218 -0.94223
H 0.75436 4.59814 1.64832
H 4.27854 -0.46002 -0.16744
H 0.68242 -2.07830 -5.79010
H -1.31327 -3.83488 4.54763

(2)
258
Properties=species:S:1:pos:R:3 method="wB97M-V/def2-TZVPD" homo_energy_ev=-7.7 smiles=CC1(C)CCCC(C)(C)N1O.CC1(C)CCCC(C)(C)N1O.CC1(C)CCCC(C)(C)N1O.CC1(C)CCCC(C)(C)N1O.CC1(C)CCCC(C)(C)N1O.CC1(C)CCCC(C)(C)N1O.CC1(C)CCCC(C)(C)N1O.COCCNCCOC.COCCNCCOC e_above_lowest_kj_mol=0.0 e_tot_ev=-116341.052 lumo_energy_ev=0.56 fmax_ev_per_a=2.286 homo_lumo_gap_ev=8.235
O -2.32021 6.01282 -2.07077
O -9.38651 0.02522 2.71580
O -5.68729 -2.98382 -2.88334
O 2.76592 10.13797 -4.50249
O -1.10088 -0.68303 1.37273
O -0.20748 1.11787 3.58119
O 0.28659 -8.99487 1.13226
O 5.47647 -1.50005 1.53008
O -3.94109 -3.22932 3.37388
O 3.76015 2.12322 -1.10206
O 1.80055 -2.48401 -2.03351
N 2.55957 8.90953 -3.83473
N 1.79735 0.07100 -0.73159
N -2.25197 5.10215 -3.13506
N 5.93081 -1.74594 2.85933
N -1.21199 1.95579 4.07183
N -4.30525 -2.69574 -2.79093
N 2.93740 -2.62211 -2.85632
N -7.40169 -2.15577 2.63786
N 0.50650 -7.68990 1.64424
C -4.22268 -1.37341 -0.69030
C 3.52226 6.94092 -2.66433
C 6.65461 -0.82927 4.96428
C 1.06323 7.39144 -2.74520
C -2.65481 6.82874 -4.79405
C 3.71535 3.12950 -0.13063
C 5.75478 -1.80193 5.73601
C -5.96200 -2.39520 2.47160
C 2.96182 0.17386 0.14262
C -2.96191 2.53849 5.73229
C -5.33255 -3.21317 3.61522
C 2.21955 6.89857 -1.89185
C -0.59111 -6.38513 -0.20696
C 7.30823 0.30267 2.80510
C -0.33598 -5.47844 2.13200
C -3.68043 -4.69124 -1.44301
C 3.97126 -4.15325 -1.29759
C -1.77400 1.58707 5.37442
C -9.09810 -0.86051 3.79378
C 0.17112 3.98990 4.01952
C -4.83331 -0.31936 -2.87497
C -1.19175 3.23277 2.03955
C 3.95851 -2.32555 -5.05137
C 4.12341 0.85435 -0.60135
C 4.63702 9.16283 -2.52794
C 0.52314 0.27902 -0.04711
C 1.93257 -7.38363 1.80850
C 4.38281 -3.77978 -5.10969
C -3.03945 3.09454 -1.81900
C -3.98165 -1.39658 -2.20403
C -3.20181 -4.22381 4.06487
C 2.39917 -5.12717 -2.96203
C 1.23469 8.83394 -3.18204
C -3.86745 -4.77622 -3.95041
C 3.81786 8.25916 -3.45282
C 2.71697 -7.09103 0.49973
C -4.57392 5.40998 -3.97180
C 5.12649 -2.84526 3.46413
C -2.00093 -3.50835 -2.93400
C -1.56087 -1.77025 2.09721
C 5.63699 -3.06620 4.90087
C 6.22547 -0.48185 3.53302
C 0.17869 9.17186 -4.22399
C -3.05875 5.45434 -4.28801
C 2.56608 -0.51984 -4.03472
C 1.11859 -5.01247 2.18177
C -1.14315 3.33096 3.57031
C -0.73146 3.78003 -1.80952
C -10.59031 0.70474 2.89459
C -0.54921 -6.75326 1.31003
C 0.17612 -0.91676 0.78771
C -1.95493 -7.32278 1.59704
C 3.44580 -4.01425 -2.76120
C -2.66713 4.01006 5.49907
C 5.46717 -4.09524 2.66306
C 2.63555 -8.51324 2.55573
C 3.62897 -2.57061 3.50269
C -2.32034 4.16428 4.01437
C 1.46408 -2.56273 -4.93923
C -2.75625 4.47181 -5.42748
C -7.63959 -1.26588 3.76355
C 2.03574 -6.11701 2.68749
C -2.71987 3.00014 -5.02918
C 2.72238 -2.03328 -4.20889
C -1.98978 3.74061 -2.71557
C 1.04132 9.80164 -2.01209
C -0.74269 1.75774 6.49360
C -1.58155 -2.21589 -2.24330
C -2.33211 0.17448 5.26748
C -1.68278 2.81958 -3.88662
C -2.52526 -1.07703 -2.56370
C 4.63316 -4.24392 -3.67007
C 4.99868 0.43966 3.64242
C 4.58813 7.91550 -4.70920
C -3.48640 -3.91672 -2.74436
H 5.25658 -3.97161 -5.73133
H 1.60814 -3.59284 -5.25879
H -4.90734 -0.41478 -3.95764
H 8.27311 -0.20680 2.81485
H 0.33964 4.94565 3.51973
H -0.04190 -9.46860 1.90463
H 3.56279 4.08425 -0.63258
H -7.47614 -1.83242 4.67827
H -2.46532 -0.85453 -3.63205
H -1.54694 6.56999 -2.20853
H -2.66584 -6.53350 1.34811
H 0.14342 -1.84981 0.20883
H -1.32288 4.24319 1.62617
H -3.14709 -5.54283 -4.24671
H 0.55009 -2.51810 -4.34341
H 0.51707 1.14944 0.61759
H 0.39574 8.74309 -5.20391
H 5.27152 8.72010 -1.76195
H 4.90820 0.96007 0.15925
H -3.29304 2.33791 6.75514
H -3.10984 -5.03119 3.32664
H -11.45076 0.04111 2.71682
H -2.74383 2.18806 -1.29182
H -1.86141 1.77866 -3.60910
H 6.17894 -2.00781 6.71749
H -4.30679 0.61616 -2.67345
H 2.34606 7.54993 -1.02042
H 3.64901 -8.20862 2.81177
H -1.63066 6.78250 -5.17037
H -4.80691 -5.30659 -3.78587
H -5.82796 -3.01675 -3.83647
H -2.49203 2.41390 -5.91822
H -0.31287 2.84508 1.52574
H 4.84687 -3.54058 -1.08561
H 3.22663 -2.45879 2.48889
H 2.73112 0.74964 1.04557
H -2.70403 7.62667 -4.05283
H -5.41686 -1.44822 2.36288
H -0.89661 -4.64151 1.70980
H -1.64661 -0.56663 4.86592
H 3.53884 6.06472 -3.31959
H -3.82864 2.23052 5.14037
H -5.77038 -4.21584 3.59904
H 5.55636 -3.79033 -3.30131
H 1.22922 -1.91234 -5.78463
H 5.18495 -4.98273 3.22969
H -2.09084 5.22597 3.86653
H 4.17065 -5.21598 -1.14433
H 0.92807 -1.14036 1.55847
H -4.73374 5.97933 -3.04935
H 3.78572 -2.00021 -6.08637
H 4.52265 0.23901 -1.40551
H 0.35843 -6.18784 -0.71267
H -0.01573 10.23698 -4.35685
H -3.42798 3.84423 -1.12135
H 4.31667 6.79651 -1.93132
H -3.66289 2.65830 -4.59351
H 1.83864 0.66083 -1.54811
H -0.02349 4.49717 -2.24337
H -2.17467 -8.20680 0.99993
H 2.37260 -0.13926 -5.03913
H -0.26287 0.37027 -0.80008
H 7.44721 1.26408 3.30929
H -2.33299 -1.42395 2.78670
H -0.83614 -2.27418 2.76076
H 3.73586 -6.92604 0.85879
H 3.05006 -5.74860 2.51727
H -5.06496 4.45047 -3.81770
H -7.78113 -1.83437 1.75891
H -2.05200 2.70695 1.61729
H -5.51483 -2.71961 4.57259
H 3.93751 9.74863 -1.91718
H 2.61642 9.89787 -5.42396
H 6.71710 0.08589 5.56523
H -1.89583 4.50473 6.09030
H 4.49680 0.72054 2.71776
H 1.38653 -4.76678 1.15018
H 1.17287 -4.13965 2.83248
H -0.67274 -5.59571 3.16653
H 4.80552 -1.68114 -4.79308
H -0.79709 8.78556 -3.91994
H 4.77506 -1.34133 5.88517
H -0.19897 2.82891 -1.74555
H 7.68601 -1.18892 5.04261
H 4.81995 -5.31797 -3.75702
H 4.87774 8.82616 -5.24487
H 4.27081 0.05683 4.36004
H 6.59275 -3.59767 4.95328
H -0.66585 0.66719 2.85594
H 4.01061 7.38486 -5.47244
H -9.76979 -1.72089 3.70575
H 3.58706 -4.41666 -5.50806
H 0.99809 10.84412 -2.33857
H 1.72605 -4.97584 -3.80435
H -10.76448 1.51050 2.18193
H 6.50998 -4.11572 2.34902
H -3.15103 -4.32869 -0.55516
H 1.69989 -5.06796 -2.12194
H -10.73870 1.10842 3.90179
H 4.66105 3.26223 0.41529
H -4.74502 -4.77506 -1.22433
H -1.79076 4.65275 -5.90775
H -3.98123 2.81528 -2.31346
H 2.70822 -9.38054 1.89497
H 0.21836 1.28954 6.26599
H 0.04005 9.69716 -1.58213
H 1.84175 -6.35316 3.73411
H 5.31103 1.36876 4.13117
H 5.50502 7.33875 -4.57837
H -0.89228 4.13336 -0.79055
H 3.33925 -0.80025 0.46234
H 3.25884 -1.78046 4.14389
H -2.11888 -7.61078 2.63841
H 1.81181 9.72764 -1.24655
H 2.05741 5.88421 -1.52462
H 2.92197 -6.07974 -2.95342
H -7.07639 -0.32293 3.75293
H 1.77754 -0.25605 -3.34055
H -0.98482 -7.26993 -0.70828
H 3.53865 -0.14890 -3.70580
H -5.79619 -2.96300 1.55331
H -3.54019 4.57091 -6.18411
H -5.13851 5.98906 -4.70766
H -3.93570 -4.14556 -4.84112
H -3.19773 4.05222 3.37149
H -9.33070 -0.34279 4.73176
H 3.21278 -3.87432 -0.56373
H -0.66884 2.98271 -4.25784
H -2.21244 -3.76425 4.13951
H 0.10865 7.32132 -2.21746
H -3.28752 0.17922 4.73375
H -3.27074 7.14147 -5.63932
H 2.35317 -6.20188 -0.00555
H -3.61490 -2.14475 -0.21875
H -1.30389 -4.28121 -2.59031
H 4.96824 -3.78498 5.38950
H -3.56603 4.59737 5.70611
H 7.06372 0.63718 1.79580
H -2.24453 -0.15944 -2.03862
H 6.12872 -1.99797 1.02463
H 5.12612 9.96523 -3.08450
H 0.20561 4.08278 5.10598
H -0.61555 -1.91605 -2.66153
H -3.21943 -5.68375 -1.49940
H -2.70609 -0.17170 6.23974
H 2.06902 -8.84608 3.42594
H 2.01763 -1.71442 -1.45723
H -5.81575 -0.28532 -2.40504
H -4.06806 -0.36327 -0.30529
H -5.26536 -1.61860 -0.47111
H 4.91700 -4.10719 1.71479
H -1.34603 -2.46029 -1.20525
H -1.73450 -3.48372 -3.99678
H 2.74648 -7.93421 -0.19047
H 0.93003 6.69114 -3.57692
H -0.53034 2.79079 6.77373
H 3.20492 -3.56078 3.71264
H -3.55125 -4.61013 5.02278
H -1.96930 -2.61507 1.52366
H -1.05008 1.31767 7.44934
H 2.96138 2.96305 0.64557
H 1.04958 3.37042 3.81952
H -1.13963 -5.45750 -0.36850